{"formula": "C47H69F18N9O14S6", "method": "the ωB97M-V functional and the def2-TZVPD basis", "elements": ["C", "C", "C", "O", "H", "H", "H", "H", "H", "H", "H", "C", "C", "C", "N", "C", "C", "C", "C", "C", "C", "H", "H", "H", "H", "H", "H", "H", "H", "H", "H", "H", "H", "H", "H", "H", "H", "H", "H", "H", "H", "C", "N", "C", "C", "C", "C", "C", "C", "C", "C", "N", "C", "C", "C", "H", "H", "H", "H", "H", "H", "H", "H", "H", "H", "H", "H", "H", "H", "C", "N", "C", "C", "C", "C", "C", "C", "C", "C", "N", "C", "C", "C", "H", "H", "H", "H", "H", "H", "H", "H", "H", "H", "H", "H", "H", "H", "C", "N", "C", "C", "C", "C", "O", "H", "H", "H", "H", "H", "H", "H", "H", "H", "H", "H", "H", "H", "H", "C", "F", "F", "F", "S", "O", "O", "N", "S", "O", "O", "C", "F", "F", "F", "C", "F", "F", "F", "S", "O", "O", "N", "S", "O", "O", "C", "F", "F", "F", "C", "F", "F", "F", "S", "O", "O", "N", "S", "O", "O", "C", "F", "F", "F"], "positions_angstrom": [[0.785, -1.299, -2.254], [-0.031, -2.270, -1.448], [0.362, -3.756, -1.700], [-0.217, -1.945, -0.100], [0.270, -0.355, -2.434], [1.179, -1.633, -3.214], [1.701, -1.121, -1.690], [-0.963, -2.138, -1.998], [0.271, -3.938, -2.770], [-0.277, -4.550, -1.313], [1.412, -4.039, -1.623], [-4.024, -5.743, -7.055], [-4.537, -4.334, -7.335], [-3.884, -3.828, -8.712], [-4.461, -2.473, -9.322], [-3.746, -2.238, -10.728], [-4.365, -3.163, -11.820], [-5.886, -3.087, -11.922], [-6.480, -3.519, -10.564], [-5.965, -2.544, -9.488], [-4.092, -1.183, -8.417], [-4.592, -6.278, -6.294], [-3.083, -5.792, -6.506], [-4.082, -6.451, -7.881], [-4.304, -3.588, -6.574], [-5.620, -4.385, -7.442], [-4.109, -4.535, -9.510], [-2.834, -3.639, -8.489], [-2.701, -2.376, -10.448], [-3.801, -1.187, -11.011], [-4.122, -4.206, -11.617], [-3.838, -2.943, -12.748], [-6.241, -3.723, -12.733], [-6.181, -2.057, -12.123], [-6.581, -4.581, -10.338], [-7.559, -3.387, -10.641], [-6.461, -2.850, -8.567], [-6.202, -1.541, -9.845], [-4.388, -0.371, -9.082], [-3.010, -1.126, -8.303], [-4.672, -1.273, -7.498], [-7.944, -3.282, 2.672], [-7.237, -4.209, 3.605], [-8.006, -4.889, 4.451], [-7.434, -5.731, 5.422], [-6.080, -6.111, 5.298], [-5.268, -5.451, 4.287], [-5.910, -4.371, 3.572], [-5.556, -7.169, 6.172], [-6.153, -8.423, 6.211], [-5.595, -9.464, 7.045], [-4.335, -9.333, 7.651], [-3.703, -8.141, 7.636], [-4.330, -7.100, 6.945], [-3.707, -10.449, 8.370], [-8.244, -2.385, 3.214], [-8.865, -3.712, 2.279], [-7.285, -2.893, 1.895], [-9.062, -4.671, 4.390], [-8.189, -6.206, 6.030], [-4.243, -5.727, 4.088], [-5.263, -3.927, 2.829], [-7.015, -8.595, 5.583], [-6.047, -10.445, 7.021], [-2.805, -8.133, 8.236], [-3.886, -6.117, 6.998], [-3.973, -10.436, 9.427], [-2.631, -10.549, 8.230], [-4.260, -11.345, 8.086], [1.924, 12.949, 6.943], [1.346, 11.751, 6.301], [0.047, 11.430, 6.579], [-0.624, 10.379, 5.943], [0.134, 9.597, 5.044], [1.482, 9.857, 4.824], [2.089, 10.950, 5.463], [-0.504, 8.524, 4.267], [0.111, 7.218, 4.135], [-0.523, 6.292, 3.391], [-1.879, 6.439, 3.168], [-2.520, 7.640, 3.335], [-1.826, 8.623, 3.938], [-2.557, 5.273, 2.735], [1.531, 13.139, 7.941], [1.899, 13.860, 6.344], [2.981, 12.808, 7.166], [-0.433, 12.111, 7.267], [-1.611, 10.142, 6.310], [2.127, 9.236, 4.219], [3.152, 11.132, 5.409], [1.152, 6.967, 4.271], [-0.047, 5.379, 3.067], [-3.578, 7.816, 3.212], [-2.328, 9.578, 3.989], [-2.527, 4.465, 3.466], [-2.052, 4.859, 1.862], [-3.610, 5.438, 2.507], [5.039, -3.453, 4.288], [5.170, -2.247, 5.267], [6.615, -2.202, 5.855], [4.936, -0.958, 4.402], [4.227, -2.250, 6.516], [2.717, -2.008, 6.152], [2.133, -2.992, 5.347], [5.972, -3.429, 3.724], [4.056, -3.513, 3.822], [5.107, -4.346, 4.909], [6.637, -3.039, 6.552], [6.888, -1.280, 6.368], [7.321, -2.253, 5.026], [5.007, -0.123, 5.100], [3.900, -0.970, 4.061], [5.725, -0.951, 3.651], [4.398, -1.424, 7.208], [4.369, -3.233, 6.964], [2.436, -1.007, 5.827], [2.119, -2.153, 7.052], [1.872, -2.589, 4.515], [-7.784, 3.421, -5.052], [-7.550, 3.559, -6.341], [-9.039, 3.441, -4.821], [-7.195, 2.377, -4.663], [-7.053, 4.971, -4.139], [-7.638, 6.138, -4.801], [-7.498, 4.787, -2.756], [-5.438, 4.659, -4.414], [-4.853, 5.949, -4.819], [-5.076, 6.287, -6.279], [-5.199, 6.985, -3.844], [-2.947, 5.674, -4.674], [-2.665, 4.527, -5.318], [-2.524, 6.750, -5.303], [-2.686, 5.713, -3.433], [9.537, -3.731, -2.569], [10.070, -2.771, -3.353], [8.645, -3.248, -1.673], [8.954, -4.696, -3.361], [10.956, -4.590, -1.630], [11.393, -3.618, -0.594], [10.336, -5.806, -1.154], [12.070, -4.990, -2.939], [13.475, -4.907, -2.206], [13.653, -5.131, -0.782], [14.430, -5.752, -2.963], [13.959, -3.021, -2.524], [13.016, -2.165, -2.105], [15.100, -2.627, -1.891], [14.027, -2.766, -3.846], [7.028, 5.270, -2.188], [5.961, 5.977, -2.621], [7.039, 4.083, -2.856], [8.211, 5.907, -2.548], [7.057, 5.017, -0.308], [5.650, 4.929, 0.149], [7.879, 3.796, -0.138], [7.758, 6.576, 0.147], [7.897, 6.244, 1.659], [6.679, 6.267, 2.498], [8.867, 5.149, 1.923], [8.847, 7.852, 2.073], [9.252, 7.791, 3.337], [9.788, 8.096, 1.208], [7.965, 8.908, 2.125]], "lowdin_charge": [-0.091, -0.615, -0.082, -0.202, 0.074, 0.074, 0.076, 0.116, 0.054, 0.058, 0.069, -0.106, -0.200, -0.064, -0.226, -0.063, -0.161, -0.173, -0.165, -0.123, 0.075, 0.074, 0.081, 0.084, 0.107, 0.093, 0.109, 0.130, 0.126, 0.127, 0.108, 0.124, 0.123, 0.120, 0.120, 0.120, 0.122, 0.137, 0.096, 0.104, 0.101, 0.034, -0.108, -0.015, 0.038, -0.153, 0.081, 0.009, -0.164, 0.034, 0.063, -0.110, -0.002, 0.042, 0.012, 0.107, 0.109, 0.106, 0.145, 0.129, 0.124, 0.140, 0.128, 0.132, 0.145, 0.119, 0.112, 0.114, 0.099, 0.025, -0.063, 0.036, 0.065, -0.129, 0.068, 0.073, -0.094, 0.074, 0.032, -0.067, 0.062, 0.007, 0.001, 0.111, 0.121, 0.110, 0.150, 0.138, 0.144, 0.158, 0.142, 0.163, 0.166, 0.145, 0.118, 0.125, 0.120, 0.044, -0.311, 0.025, 0.045, -0.061, -0.251, -0.056, 0.112, 0.100, 0.104, 0.105, 0.109, 0.110, 0.106, 0.092, 0.119, 0.134, 0.132, 0.122, 0.122, 0.097, -0.809, 0.146, 0.192, 0.193, 0.677, -0.308, -0.339, -0.331, 0.544, -0.350, -0.347, -0.721, 0.124, 0.144, 0.187, -0.599, 0.116, 0.108, 0.082, 0.683, -0.343, -0.329, -0.284, 0.555, -0.329, -0.347, -0.595, 0.088, 0.096, 0.098, -0.575, 0.111, 0.106, 0.073, 0.711, -0.358, -0.314, -0.281, 0.542, -0.362, -0.336, -0.668, 0.118, 0.173, 0.061], "e_above_lowest_ev": 16.888, "orbital_gap_ev": 1.3, "multiplicity": 1, "charge": 2, "energy_ev": -205820.9847}